Record 1
47
Properties=species:S:1:pos:R:3:nbo_charge:R:1 method="wB97M-V/def2-TZVPD" orbital_gap_ev=5.624 spin_multiplicity=1 total_charge=+1
C -3.24166 -2.14273 5.31656 -0.299
O -3.97516 -2.62331 4.10521 -0.524
C -3.27952 -2.13835 2.87583 0.060
N -1.77364 -2.44248 2.97038 -0.611
C -1.06983 -1.72839 1.80461 0.824
N -0.38797 -0.39908 2.03690 -0.690
C -1.15572 0.76876 1.45520 -0.264
C -0.14606 2.09266 1.61262 -0.429
C -0.14668 2.50655 3.20171 -0.383
Cl -1.76422 3.39778 3.58277 -0.079
N -1.05163 -2.31684 0.56468 -0.594
C -0.43355 -1.76063 -0.69672 0.750
O -1.06437 -2.05469 -1.86421 -0.394
N 0.84147 -0.95650 -0.80905 -0.676
C 2.05122 -1.68222 -0.26372 0.897
O 3.25797 -1.30816 -0.76201 -0.438
F 2.01844 -2.72574 0.79172 -0.334
H -2.92760 -0.99818 5.18917 0.189
H -2.31788 -2.82274 5.55812 0.202
H -3.98406 -2.19311 6.23687 0.234
H -3.79296 -2.73033 1.97603 0.201
H -3.49895 -0.98705 2.70482 0.201
H -1.71532 -3.48168 2.78881 0.396
H 0.61966 -0.40277 1.76318 0.414
H -1.38555 0.66594 0.29589 0.191
H -2.15606 0.95388 2.07051 0.257
H -0.42859 2.96089 0.87572 0.272
H 0.95350 1.71435 1.36887 0.202
H -0.08645 1.51454 3.86300 0.235
H 0.78192 3.19400 3.49853 0.257
H -1.52424 -3.26651 0.48500 0.476
H 0.74809 0.01718 -0.44623 0.453
C 2.83029 2.97470 -5.04662 -0.646
C 3.15767 2.11843 -3.83428 -0.066
O 2.01106 1.75341 -3.07030 -0.555
C 1.01275 0.99383 -3.74800 -0.057
C 1.52237 -0.33422 -4.28177 -0.647
H 2.30544 3.88854 -4.74005 0.214
H 3.74691 3.25493 -5.57547 0.226
H 2.18416 2.45060 -5.75356 0.204
H 3.81027 2.69056 -3.16711 0.191
H 3.72007 1.22517 -4.12252 0.166
H 0.55954 1.59275 -4.54475 0.173
H 0.21722 0.79884 -3.01917 0.159
H 2.31541 -0.20096 -5.02142 0.216
H 0.70933 -0.89018 -4.75776 0.221
H 1.93291 -0.94143 -3.46800 0.206

---

Record 2
51
Properties=species:S:1:pos:R:3:nbo_charge:R:1 method="wB97M-V/def2-TZVPD" orbital_gap_ev=7.240 spin_multiplicity=1 total_charge=0 smiles="C#CCN(P(O)Cl)S(=O)(=O)F.CN(C)C=O.CN(C)C=O.CN(C)C=O"
C -2.73000 3.26768 0.54570 -0.213
C -2.34137 3.08744 -0.81635 -0.127
C -1.72476 2.55350 -2.23752 -0.323
N -0.96709 1.24778 -2.16342 -0.906
P -1.87389 -0.04417 -1.33673 1.321
O -1.89755 0.13867 0.39487 -0.993
Cl -3.91461 0.18042 -2.02891 -0.308
S 0.66273 1.43171 -1.56645 2.238
O 1.60655 1.24618 -2.81832 -0.798
O 1.03065 0.31996 -0.54013 -0.817
F 1.02313 3.02480 -0.97345 -0.465
H -2.93434 3.31352 1.72101 0.305
H -0.93473 3.37629 -2.58833 0.265
H -2.60987 2.50474 -3.03197 0.286
H -1.10229 -0.27610 0.84116 0.535
C 1.23882 5.42199 2.95976 0.527
O 1.20240 5.90653 4.08375 -0.620
N 2.08714 5.81544 1.94692 -0.436
C 2.06763 5.18981 0.64159 -0.402
C 3.02818 6.88810 2.19482 -0.418
H 0.56581 4.60017 2.66468 0.107
H 3.05250 4.75787 0.44169 0.195
H 1.83954 5.94973 -0.11144 0.193
H 1.31307 4.39993 0.59425 0.221
H 3.68186 6.60389 3.02486 0.214
H 2.47507 7.78967 2.47457 0.213
H 3.63004 7.08721 1.30380 0.204
C -3.00533 -2.97731 -0.61544 0.526
O -2.37227 -2.72300 0.40143 -0.640
N -3.02900 -4.19655 -1.25822 -0.431
C -3.80565 -4.41684 -2.45987 -0.398
C -2.25324 -5.29263 -0.71563 -0.422
H -3.62905 -2.21542 -1.11133 0.115
H -4.53043 -5.21410 -2.27132 0.194
H -3.13095 -4.71645 -3.26708 0.200
H -4.33915 -3.50964 -2.75630 0.212
H -2.59113 -5.49753 0.30461 0.208
H -1.19877 -5.00240 -0.68605 0.227
H -2.37091 -6.18988 -1.32955 0.206
C 1.77306 -4.76994 0.02304 0.528
O 1.63615 -4.75015 -1.19365 -0.625
N 2.33735 -3.76569 0.78025 -0.434
C 2.46292 -3.86614 2.21894 -0.397
C 2.82011 -2.57194 0.11731 -0.419
H 1.44007 -5.63055 0.62626 0.107
H 1.91308 -3.04078 2.68040 0.196
H 3.52125 -3.79854 2.48714 0.194
H 2.05999 -4.81455 2.58456 0.211
H 1.98944 -2.09966 -0.41558 0.223
H 3.58940 -2.85356 -0.60787 0.213
H 3.23844 -1.86950 0.84352 0.205

---

Record 3
44
Properties=species:S:1:pos:R:3:nbo_charge:R:1 method="wB97M-V/def2-TZVPD" orbital_gap_ev="3.565 / 1.995" spin_multiplicity=6 s2=9.138 total_charge=+2
I 0.05059 1.58008 1.43464 -0.158
I -0.00344 -1.14350 1.95650 -0.097
Fe 0.02005 -0.15008 -2.94376 1.439
P -2.21245 -0.07024 -1.23358 0.981
C -3.15669 0.01511 0.32799 -0.936
C -2.92766 1.22169 -2.33866 -0.983
H -3.98016 1.01437 -2.58932 0.278
H -3.96908 -1.30513 -2.41268 0.277
H -2.43686 1.36647 -3.33214 0.256
H -2.41711 -1.68886 -3.17279 0.255
H -2.91490 1.00906 0.76848 0.282
H -2.87818 2.18097 -1.80501 0.264
C -2.90151 -1.47917 -2.18646 -0.980
H -4.24154 -0.03774 0.10835 0.282
H -2.79314 -2.35658 -1.52816 0.262
H -2.80293 -0.88431 0.88878 0.278
P 2.21110 -0.04477 -1.29504 0.854
C 3.16755 0.10033 0.28504 -0.936
C 2.95325 -1.42056 -2.23153 -0.969
H 2.44126 1.40180 -3.35571 0.245
H 3.98474 1.08088 -2.59977 0.268
H 2.85534 2.24325 -1.82285 0.260
C 2.93479 1.29320 -2.36537 -0.953
H 2.44593 -1.63520 -3.18611 0.246
H 3.99852 -1.23470 -2.48725 0.273
H 4.27538 0.11870 0.04094 0.281
H 2.93134 -0.84971 0.89042 0.279
H 2.87220 -2.29483 -1.58561 0.259
H 2.88183 1.11151 0.74330 0.285
Cl -0.00331 -0.23832 -5.00900 -0.528
N 0.18828 0.65590 4.51192 -0.716
C -0.07323 0.09162 5.72118 0.173
C 1.16584 -0.30258 6.37248 -0.209
C 1.11198 -0.37687 7.70987 -0.188
C -0.10566 -0.16306 8.44648 -0.148
C -1.27420 0.13367 7.78669 -0.179
C -1.30220 0.30642 6.41471 -0.218
H 0.66786 -0.02641 3.77549 0.372
H -0.63462 1.05507 4.02929 0.380
H 2.07741 -0.23796 5.75805 0.228
H 2.12966 -0.59654 8.16643 0.242
H -0.04742 -0.36411 9.51333 0.244
H -2.21999 0.27382 8.28986 0.238
H -2.12122 0.73489 5.89507 0.221

---

Record 4
46
Properties=species:S:1:pos:R:3:nbo_charge:R:1 method="wB97M-V/def2-TZVPD" orbital_gap_ev=7.740 spin_multiplicity=1 total_charge=0
C 1.03860 -1.36572 -3.12134 -0.288
C 1.11806 -0.99731 -1.76333 0.262
N -0.07222 -0.86442 -1.06365 -0.673
C -1.27281 -1.11253 -1.62421 0.285
C -1.35803 -1.45374 -2.97444 -0.323
C -0.18842 -1.58679 -3.72946 -0.129
C 2.39873 -0.71137 -1.12502 -0.910
P 2.59611 -0.39666 0.59793 0.729
Y 0.06694 -0.53242 1.29615 1.614
P -2.43159 -0.04071 0.77480 0.779
C -2.55352 -1.08608 -0.73918 -0.746
O 1.85746 2.12170 -1.92663 -0.988
O -0.71828 2.55178 -1.50555 -0.991
H 1.97971 -1.46011 -3.66300 0.216
H -2.34052 -1.62416 -3.39913 0.216
H -0.24736 -1.87002 -4.78427 0.220
C 3.23769 -1.83763 1.52975 -0.936
C 3.57713 1.06334 1.02904 -0.934
H -3.41977 -0.72767 -1.31879 0.248
H -2.77112 -2.12029 -0.41005 0.266
H 2.19345 1.23230 -1.65364 0.509
H 3.29347 -0.88481 -1.73899 0.228
C -3.41243 -0.86987 2.06998 -0.934
C -3.20117 1.54837 0.40958 -0.952
H 0.40047 1.88856 0.87937 -0.002
H -0.72670 3.48375 -1.24145 0.467
H 0.22647 2.38217 -1.78746 0.508
H 2.24135 2.27301 -2.79924 0.482
H -0.15900 -2.34841 1.75694 -0.612
H -0.02814 1.64118 0.24838 0.025
H 4.28032 -2.02473 1.24546 0.232
H 3.18471 -1.65155 2.61346 0.242
H 2.61889 -2.72415 1.33404 0.266
H 4.64022 0.88385 0.82280 0.228
H 3.21874 1.93888 0.46755 0.259
H 3.44283 1.29170 2.09882 0.252
H -4.26903 1.45697 0.16257 0.230
H -3.09436 2.19867 1.29332 0.263
H -2.65743 2.04773 -0.40788 0.284
H -4.47372 -0.93796 1.81022 0.231
H -3.01397 -1.87462 2.25549 0.266
H -3.31557 -0.32485 3.01827 0.271
F -1.33997 1.76216 3.53272 -0.382
C -0.41531 0.74528 3.35843 0.472
F 0.73864 1.20285 3.97306 -0.374
F -0.86955 -0.28567 4.19858 -0.378